{"formula": "C29H65AsBrClCsN5O6Si5", "method": "ωB97M-V with the def2-TZVPD basis set", "total_charge": -2, "relative_energy_kcal_mol": 64.3, "species": ["Cs", "O", "Cl", "O", "O", "O", "N", "C", "C", "C", "C", "N", "C", "N", "N", "C", "O", "O", "H", "H", "H", "H", "H", "H", "H", "H", "H", "H", "H", "H", "H", "H", "C", "Si", "C", "C", "As", "Si", "C", "C", "C", "Si", "C", "C", "C", "H", "H", "H", "H", "H", "H", "H", "H", "H", "H", "H", "H", "H", "H", "H", "H", "H", "H", "H", "H", "H", "H", "H", "H", "H", "H", "H", "C", "Si", "C", "C", "C", "H", "H", "H", "H", "H", "H", "H", "H", "H", "H", "H", "Br", "C", "C", "C", "N", "C", "C", "H", "H", "H", "H", "C", "Si", "C", "C", "C", "C", "H", "H", "H", "H", "H", "H", "H", "H", "H"], "xyz": [[0.607, 0.435, -0.161], [2.433, 4.139, 1.469], [2.227, 2.748, 1.746], [2.498, 2.474, 3.143], [3.090, 1.932, 0.916], [0.848, 2.381, 1.465], [0.436, -0.314, 2.920], [1.773, -0.801, 2.569], [2.771, -0.679, 3.725], [4.168, -1.235, 3.397], [4.644, -2.267, 4.416], [3.629, -3.324, 4.489], [2.937, -3.600, 5.569], [1.711, -4.142, 5.431], [3.419, -3.360, 6.829], [1.653, -2.242, 2.021], [1.628, -3.194, 2.906], [1.616, -2.399, 0.814], [0.492, 0.677, 3.142], [0.106, -0.806, 3.744], [2.137, -0.196, 1.740], [2.349, -1.205, 4.589], [2.834, 0.377, 3.986], [4.911, -0.437, 3.352], [4.157, -1.702, 2.407], [4.759, -1.796, 5.395], [5.606, -2.691, 4.123], [2.959, -3.335, 3.637], [1.296, -3.935, 4.506], [1.088, -4.065, 6.218], [4.420, -3.288, 6.906], [2.993, -3.898, 7.568], [-5.385, -0.229, 2.666], [-4.785, 1.555, 2.562], [-3.924, 1.941, 4.198], [-6.347, 2.609, 2.591], [-3.193, 1.689, 0.845], [-4.584, 1.423, -1.075], [-3.583, 1.830, -2.592], [-5.143, -0.352, -1.103], [-6.145, 2.495, -1.096], [-2.729, 4.016, 0.912], [-4.190, 5.207, 1.057], [-1.706, 4.361, 2.443], [-1.787, 4.476, -0.637], [-5.654, -0.477, 3.696], [-4.618, -0.929, 2.329], [-6.266, -0.384, 2.041], [-4.507, 1.536, 5.030], [-3.826, 3.017, 4.348], [-2.923, 1.507, 4.232], [-6.876, 2.376, 3.521], [-7.011, 2.391, 1.756], [-6.133, 3.677, 2.578], [-2.536, 1.528, -2.492], [-3.586, 2.900, -2.809], [-4.000, 1.298, -3.451], [-4.288, -1.033, -1.224], [-5.823, -0.501, -1.947], [-5.670, -0.631, -0.189], [-6.010, 3.472, -0.637], [-6.961, 1.988, -0.578], [-6.451, 2.650, -2.134], [-4.602, 5.218, 2.068], [-5.000, 4.994, 0.361], [-3.818, 6.212, 0.836], [-2.173, 3.955, 3.341], [-1.590, 5.441, 2.574], [-0.717, 3.917, 2.348], [-2.462, 4.873, -1.400], [-1.259, 3.628, -1.083], [-1.038, 5.238, -0.408], [-3.347, -2.716, -4.439], [-2.900, -3.638, -2.835], [-4.422, -4.661, -2.304], [-1.731, -5.014, -3.518], [-2.414, -2.522, -1.555], [-3.877, -3.347, -5.161], [-2.435, -2.354, -4.923], [-3.966, -1.845, -4.216], [-4.635, -5.504, -2.971], [-5.307, -4.023, -2.255], [-4.251, -5.059, -1.299], [-2.228, -5.671, -4.242], [-1.347, -5.634, -2.702], [-0.871, -4.559, -4.018], [-2.324, -2.866, -0.524], [-1.744, -1.691, -1.787], [3.471, -3.059, -6.646], [2.570, -2.332, -5.129], [2.575, -0.967, -4.926], [1.902, -0.489, -3.806], [1.282, -1.287, -2.941], [1.285, -2.595, -3.164], [1.915, -3.179, -4.258], [3.067, -0.292, -5.611], [1.817, 0.574, -3.610], [0.738, -3.199, -2.447], [1.880, -4.246, -4.418], [0.800, 5.439, -4.691], [-0.307, 3.936, -4.955], [-2.064, 4.593, -5.122], [0.153, 3.231, -6.642], [-0.145, 2.744, -3.642], [-0.080, 1.952, -2.691], [0.657, 6.186, -5.478], [1.851, 5.142, -4.682], [0.585, 5.905, -3.727], [-2.124, 5.356, -5.904], [-2.402, 5.036, -4.182], [-2.756, 3.786, -5.371], [-0.033, 3.960, -7.436], [-0.430, 2.333, -6.855], [1.209, 2.952, -6.673]]}

=====

{"formula": "C29H65AsF6N7O9Y", "method": "ωB97M-V with the def2-TZVPD basis set", "total_charge": 2, "relative_energy_kcal_mol": 36.0, "species": ["Y", "As", "F", "F", "F", "F", "F", "F", "C", "O", "N", "C", "C", "H", "H", "H", "H", "H", "H", "H", "C", "O", "N", "C", "C", "H", "H", "H", "H", "H", "H", "H", "C", "O", "N", "C", "C", "H", "H", "H", "H", "H", "H", "H", "C", "O", "N", "C", "C", "H", "H", "H", "H", "H", "H", "H", "C", "O", "N", "C", "C", "H", "H", "H", "H", "H", "H", "H", "C", "O", "N", "C", "C", "H", "H", "H", "H", "H", "H", "H", "C", "O", "N", "C", "C", "H", "H", "H", "H", "H", "H", "H", "C", "C", "C", "O", "C", "H", "H", "H", "H", "H", "H", "H", "H", "C", "C", "C", "O", "C", "H", "H", "H", "H", "H", "H", "H", "H"], "xyz": [[-3.359, -2.043, -1.796], [0.058, -0.164, 0.158], [-1.167, -1.129, -0.668], [-1.220, 0.722, 0.945], [1.268, 0.664, 1.115], [1.309, -1.118, -0.605], [0.091, 0.923, -1.202], [-0.080, -1.323, 1.474], [-0.352, 2.016, 4.233], [-1.508, 2.096, 4.619], [0.704, 2.517, 4.903], [2.077, 2.219, 4.529], [0.543, 3.216, 6.172], [-0.055, 1.626, 3.249], [2.169, 1.513, 3.705], [2.468, 1.736, 5.432], [2.679, 3.098, 4.299], [1.290, 4.001, 6.277], [-0.449, 3.634, 6.304], [0.725, 2.491, 6.970], [-3.487, -0.943, 1.560], [-3.573, -1.552, 0.464], [-4.467, -0.482, 2.295], [-4.162, 0.262, 3.528], [-5.879, -0.678, 2.035], [-2.517, -0.625, 1.956], [-3.099, 0.414, 3.696], [-4.570, -0.351, 4.337], [-4.702, 1.200, 3.646], [-6.096, -1.260, 1.139], [-6.431, -1.158, 2.841], [-6.321, 0.300, 1.834], [-2.117, -4.987, -0.400], [-2.208, -3.757, -0.555], [-1.511, -5.515, 0.659], [-1.318, -6.944, 0.782], [-1.199, -4.644, 1.794], [-2.409, -5.801, -1.073], [-1.506, -7.446, -0.163], [-1.995, -7.343, 1.546], [-0.345, -7.193, 1.205], [-1.999, -4.662, 2.534], [-0.250, -4.884, 2.268], [-1.072, -3.615, 1.457], [5.170, -1.508, 2.619], [6.255, -1.664, 3.139], [3.964, -1.682, 3.192], [2.694, -1.595, 2.522], [3.838, -2.009, 4.595], [5.140, -1.194, 1.558], [2.728, -1.182, 1.518], [1.950, -0.998, 3.051], [2.214, -2.575, 2.414], [4.745, -1.972, 5.192], [3.217, -1.269, 5.117], [3.330, -2.976, 4.650], [-2.993, 1.557, -1.559], [-2.862, 0.337, -1.808], [-3.053, 2.500, -2.472], [-3.191, 3.913, -2.143], [-2.847, 2.236, -3.877], [-3.040, 1.919, -0.528], [-3.897, 4.451, -2.773], [-2.240, 4.436, -2.264], [-3.493, 4.022, -1.102], [-1.928, 2.715, -4.214], [-2.743, 1.183, -4.134], [-3.658, 2.577, -4.523], [4.362, -5.918, -0.547], [5.172, -5.522, 0.252], [3.126, -5.350, -0.662], [2.665, -4.337, 0.251], [2.184, -5.785, -1.670], [4.534, -6.695, -1.303], [1.700, -4.557, 0.702], [2.633, -3.366, -0.253], [3.410, -4.223, 1.039], [1.364, -6.398, -1.280], [1.714, -4.919, -2.144], [2.657, -6.392, -2.441], [-0.311, -2.019, -3.589], [-1.374, -2.338, -3.010], [0.201, -2.670, -4.619], [1.283, -2.054, -5.381], [-0.429, -3.875, -5.167], [0.268, -1.138, -3.294], [1.595, -1.107, -4.946], [0.998, -1.754, -6.393], [2.080, -2.790, -5.465], [-0.912, -3.628, -6.111], [0.409, -4.564, -5.280], [-1.166, -4.345, -4.524], [1.443, 5.234, 1.198], [0.509, 4.087, 0.827], [-0.850, 4.589, 1.348], [-0.720, 6.004, 1.487], [0.537, 6.417, 0.950], [2.350, 5.235, 0.593], [1.730, 5.222, 2.250], [0.758, 3.176, 1.373], [0.457, 3.926, -0.249], [-1.075, 4.141, 2.316], [-1.617, 4.334, 0.608], [0.880, 7.277, 1.523], [0.430, 6.645, -0.116], [0.197, 4.325, -4.761], [0.908, 5.663, -5.016], [2.234, 5.545, -4.210], [2.146, 4.306, -3.537], [0.800, 3.890, -3.425], [0.421, 3.629, -5.569], [-0.884, 4.451, -4.672], [0.346, 6.486, -4.569], [1.013, 5.917, -6.068], [2.327, 6.328, -3.456], [3.057, 5.480, -4.921], [0.440, 4.370, -2.501], [0.737, 2.815, -3.236]]}

=====

{"formula": "C29H65AsNOS2Si", "method": "ωB97M-V with the def2-TZVPD basis set", "total_charge": -1, "species": ["C", "C", "C", "C", "C", "C", "C", "C", "N", "C", "C", "C", "C", "C", "C", "C", "C", "C", "S", "S", "C", "C", "C", "As", "C", "C", "Si", "C", "C", "C", "H", "H", "H", "H", "H", "H", "H", "H", "H", "H", "H", "H", "H", "H", "H", "H", "H", "H", "H", "H", "H", "H", "H", "H", "H", "H", "H", "H", "H", "H", "H", "H", "H", "H", "H", "H", "H", "H", "H", "H", "H", "H", "H", "H", "H", "H", "H", "H", "H", "H", "H", "H", "H", "H", "H", "H", "H", "C", "C", "C", "O", "C", "H", "H", "H", "H", "H", "H", "H", "H"], "xyz": [[-7.697, 5.536, -0.046], [-7.811, 4.026, -0.324], [-6.480, 3.366, -0.700], [-5.650, 2.967, 0.515], [-4.354, 2.246, 0.158], [-3.584, 1.731, 1.390], [-2.122, 2.201, 1.468], [-1.603, 2.644, 2.853], [-0.431, 1.890, 3.326], [0.698, 2.696, 3.851], [2.070, 2.499, 3.185], [2.025, 2.103, 1.714], [1.370, 3.153, 0.820], [1.528, 2.821, -0.667], [2.862, 3.285, -1.252], [2.925, 4.792, -1.548], [3.697, 5.112, -2.825], [-0.678, 0.662, 3.855], [-2.152, -0.069, 3.828], [0.681, -0.114, 4.733], [1.301, -1.337, 3.513], [0.525, -2.662, 3.396], [-0.129, -2.948, 2.038], [1.038, -2.659, 0.357], [1.380, -4.700, 0.230], [2.258, -2.282, -1.265], [-0.861, -2.780, -1.183], [-1.211, -1.065, -1.911], [-2.509, -3.357, -0.433], [-0.557, -3.916, -2.672], [-7.981, 5.799, 0.974], [-6.672, 5.887, -0.193], [-8.333, 6.116, -0.717], [-8.530, 3.855, -1.129], [-8.219, 3.521, 0.556], [-5.903, 4.069, -1.312], [-6.660, 2.474, -1.309], [-6.250, 2.306, 1.152], [-5.426, 3.855, 1.122], [-4.615, 1.401, -0.486], [-3.716, 2.909, -0.434], [-4.109, 2.035, 2.303], [-3.605, 0.642, 1.397], [-1.452, 1.423, 1.097], [-2.004, 3.053, 0.789], [-1.274, 3.680, 2.791], [-2.399, 2.587, 3.605], [0.771, 2.520, 4.925], [0.405, 3.738, 3.725], [2.633, 1.759, 3.755], [2.609, 3.453, 3.257], [3.052, 1.939, 1.368], [1.505, 1.155, 1.578], [0.306, 3.213, 1.050], [1.812, 4.136, 1.037], [0.710, 3.265, -1.245], [1.431, 1.737, -0.784], [3.071, 2.729, -2.172], [3.665, 3.016, -0.556], [1.905, 5.183, -1.633], [3.383, 5.327, -0.710], [4.691, 4.656, -2.804], [3.831, 6.188, -2.962], [3.172, 4.722, -3.700], [2.318, -1.493, 3.875], [1.382, -0.843, 2.548], [1.222, -3.477, 3.616], [-0.233, -2.673, 4.188], [-0.391, -4.012, 2.020], [-1.063, -2.389, 1.928], [0.778, -1.030, 0.490], [2.339, -2.539, 1.323], [1.992, -4.911, -0.651], [1.934, -5.006, 1.124], [0.448, -5.272, 0.162], [1.997, -1.317, -1.716], [3.284, -2.221, -0.884], [2.225, -3.074, -2.016], [-0.696, -0.925, -2.866], [-2.282, -0.906, -2.078], [-0.855, -0.295, -1.223], [-2.424, -4.295, 0.122], [-3.252, -3.488, -1.229], [-2.892, -2.593, 0.252], [-1.475, -3.991, -3.267], [-0.272, -4.924, -2.360], [0.232, -3.517, -3.314], [5.842, -6.037, -3.941], [5.404, -6.687, -2.628], [4.850, -5.489, -1.864], [4.317, -4.609, -2.851], [4.734, -5.008, -4.149], [5.926, -6.737, -4.772], [6.805, -5.538, -3.812], [4.614, -7.417, -2.813], [6.213, -7.186, -2.095], [5.642, -4.972, -1.311], [4.056, -5.746, -1.164], [3.885, -5.450, -4.684], [5.063, -4.125, -4.698]]}

=====

{"formula": "C29H65N3O5", "method": "ωB97M-V with the def2-TZVPD basis set", "smiles": "CC1(C)CCCC(C)(C)N1O.CC1(C)CCCC(C)(C)N1O.CC1(C)CCCC(C)(C)N1O.CO.CO", "relative_energy_kcal_mol": 48.5, "species": ["C", "C", "C", "C", "C", "C", "C", "C", "C", "N", "O", "H", "H", "H", "H", "H", "H", "H", "H", "H", "H", "H", "H", "H", "H", "H", "H", "H", "H", "H", "C", "C", "C", "C", "C", "C", "C", "C", "C", "N", "O", "H", "H", "H", "H", "H", "H", "H", "H", "H", "H", "H", "H", "H", "H", "H", "H", "H", "H", "H", "C", "C", "C", "C", "C", "C", "C", "C", "C", "N", "O", "H", "H", "H", "H", "H", "H", "H", "H", "H", "H", "H", "H", "H", "H", "H", "H", "H", "H", "H", "C", "O", "H", "H", "H", "H", "C", "O", "H", "H", "H", "H"], "xyz": [[-4.997, 2.039, -1.454], [-5.840, 1.100, -2.286], [-5.048, 0.747, -3.552], [-5.891, -0.193, -1.488], [-6.861, -0.183, -0.314], [-8.303, 0.182, -0.849], [-8.304, 1.563, -1.582], [-9.684, 1.598, -2.249], [-8.208, 2.713, -0.580], [-7.222, 1.536, -2.632], [-7.215, 2.651, -3.482], [-3.987, 1.632, -1.418], [-5.004, 3.006, -1.955], [-5.287, 2.129, -0.407], [-5.700, 0.343, -4.326], [-4.632, 1.694, -3.896], [-4.232, 0.064, -3.311], [-6.296, -0.969, -2.138], [-4.921, -0.425, -1.050], [-6.773, -1.175, 0.130], [-6.670, 0.452, 0.551], [-8.925, 0.228, 0.045], [-8.622, -0.645, -1.483], [-10.431, 1.368, -1.489], [-9.673, 0.685, -2.845], [-9.853, 2.476, -2.872], [-7.957, 3.663, -1.052], [-7.350, 2.564, 0.076], [-9.068, 2.801, 0.084], [-7.417, 2.247, -4.330], [-1.287, -8.647, -2.198], [0.044, -8.633, -3.004], [-0.284, -9.390, -4.370], [0.502, -7.210, -3.465], [1.160, -6.375, -2.363], [2.251, -7.249, -1.665], [1.793, -8.648, -1.097], [3.068, -9.398, -0.735], [1.046, -8.470, 0.198], [1.136, -9.324, -2.260], [1.104, -10.734, -2.173], [-1.613, -9.660, -1.960], [-1.174, -8.197, -1.212], [-1.992, -8.041, -2.767], [0.522, -9.243, -5.090], [-0.361, -10.445, -4.104], [-1.250, -9.124, -4.799], [1.316, -7.327, -4.180], [-0.316, -6.647, -3.914], [1.565, -5.477, -2.829], [0.389, -6.078, -1.651], [2.688, -6.793, -0.776], [3.131, -7.362, -2.298], [2.913, -10.345, -0.219], [3.730, -8.767, -0.141], [3.712, -9.609, -1.589], [1.749, -8.209, 0.989], [0.652, -9.452, 0.460], [0.159, -7.837, 0.249], [1.639, -11.018, -2.918], [3.201, 7.499, 1.390], [4.502, 7.921, 0.603], [4.475, 7.255, -0.717], [4.434, 9.451, 0.290], [5.093, 10.440, 1.333], [6.379, 9.916, 1.823], [6.412, 8.413, 2.338], [7.920, 8.033, 2.421], [5.629, 8.444, 3.735], [5.741, 7.574, 1.364], [6.031, 6.238, 1.450], [2.393, 7.418, 0.663], [3.216, 6.471, 1.754], [2.817, 8.177, 2.152], [4.140, 6.231, -0.554], [3.819, 7.733, -1.445], [5.402, 7.210, -1.289], [4.828, 9.672, -0.702], [3.393, 9.734, 0.129], [5.315, 11.406, 0.882], [4.465, 10.629, 2.204], [6.789, 10.630, 2.538], [7.148, 10.076, 1.067], [8.440, 8.003, 1.463], [8.180, 7.088, 2.899], [8.500, 8.795, 2.941], [4.570, 8.210, 3.626], [5.612, 9.424, 4.212], [6.066, 7.658, 4.352], [6.341, 6.030, 0.566], [3.845, -5.501, 7.793], [3.447, -4.227, 7.643], [4.427, -5.655, 8.702], [2.968, -6.143, 7.703], [4.436, -5.733, 6.907], [4.238, -3.758, 7.368], [-0.419, -0.219, 3.808], [-0.780, -1.167, 4.805], [-1.085, 0.636, 3.920], [0.619, 0.085, 3.942], [-0.589, -0.684, 2.837], [0.022, -1.591, 5.118]]}

=====

no.,HOMO (eV),calculated total energy (Ha)
1,-0.09,-8606.6915
2,-11.93,-5077.4134
3,-2.92,-4595.4701
4,-7.66,-1684.1424